{"formula": "C37H57F2NO27SSbSi", "method": "ωB97M-V with the def2-TZVPD basis set", "symbols": ["C", "Si", "C", "C", "C", "C", "F", "F", "Sb", "O", "C", "N", "C", "S", "O", "O", "C", "C", "C", "C", "C", "C", "H", "H", "H", "H", "H", "H", "H", "H", "H", "H", "H", "H", "H", "H", "H", "H", "H", "H", "H", "H", "H", "H", "H", "H", "H", "C", "C", "O", "C", "O", "O", "H", "H", "H", "H", "C", "C", "O", "C", "O", "O", "H", "H", "H", "H", "C", "C", "O", "C", "O", "O", "H", "H", "H", "H", "C", "C", "O", "C", "O", "O", "H", "H", "H", "H", "C", "C", "O", "C", "O", "O", "H", "H", "H", "H", "C", "C", "O", "C", "O", "O", "H", "H", "H", "H", "C", "C", "O", "C", "O", "O", "H", "H", "H", "H", "C", "C", "O", "C", "O", "O", "H", "H", "H", "H"], "xyz": [[-5.244478, -3.970689, -1.363236], [-3.690580, -3.023989, -0.623141], [-2.696690, -4.345076, 0.364426], [-4.302329, -1.520371, 0.414290], [-3.722958, -1.449439, 1.946270], [-2.175362, -0.925714, 2.082363], [-1.928524, -0.744216, 3.561610], [-1.144071, -1.880648, 1.615492], [-1.750203, 1.023631, 1.125895], [-3.704718, 1.624914, 1.135406], [-1.539472, 2.082619, 3.108225], [-2.891178, 2.328098, 3.743050], [0.437796, 0.602830, 1.246658], [1.187168, -0.046893, -0.342995], [2.591387, -0.653454, 0.047385], [1.474532, 1.025767, -1.420904], [-2.736777, -2.286143, -2.150794], [-3.586653, -1.192763, -3.081550], [-2.964616, -0.409892, -4.389150], [-1.379278, -0.735678, -4.787915], [-0.553635, -1.838800, -3.891295], [-1.187668, -2.630999, -2.561739], [-5.904761, -3.225674, -1.982911], [-4.789311, -4.853924, -2.019214], [-5.828432, -4.510254, -0.484743], [-2.793689, -4.083897, 1.524763], [-1.545516, -4.386080, 0.070839], [-3.149766, -5.444110, 0.265722], [-4.132160, -0.558356, -0.229877], [-5.485713, -1.643099, 0.511581], [-3.902190, -2.486270, 2.510125], [-4.406334, -0.670441, 2.538787], [-1.892623, 0.267551, -0.463960], [-1.348549, 2.522623, 0.268314], [-3.742994, 2.443171, 0.524198], [-0.759418, 1.542461, 3.808238], [-1.096980, 3.156007, 2.830516], [-2.808014, 2.725662, 4.719895], [-3.418490, 1.412154, 3.841773], [0.710496, -0.170566, 2.093688], [1.010867, 1.611461, 1.505602], [0.427207, -1.152295, -0.832073], [-4.713652, -0.945451, -2.801880], [-3.644996, 0.343491, -4.998417], [-0.935922, -0.148464, -5.702149], [0.568265, -2.063076, -4.204588], [-0.567208, -3.403779, -1.937216], [-2.327553, -4.290647, 6.945571], [-2.054260, -3.346317, 5.820163], [-2.747436, -3.927461, 4.732094], [-3.734235, -4.708175, 5.261595], [-4.628382, -5.223319, 4.611356], [-3.590389, -4.836187, 6.613037], [-2.366870, -3.784228, 7.913885], [-1.594498, -5.102427, 6.997787], [-2.460910, -2.346472, 6.005215], [-0.986876, -3.260521, 5.598833], [0.978531, 3.066413, -4.357655], [1.251822, 4.010744, -5.483062], [0.558647, 3.429599, -6.571132], [-0.428152, 2.648886, -6.041630], [-1.322299, 2.133742, -6.691869], [-0.284306, 2.520874, -4.690189], [0.939214, 3.572831, -3.389340], [1.711586, 2.254633, -4.305437], [0.845174, 5.010588, -5.298010], [2.319208, 4.096539, -5.704392], [3.915094, 3.291682, 2.657420], [4.701318, 4.527154, 2.360006], [3.916075, 5.185594, 1.384319], [2.634716, 4.741157, 1.540050], [1.665360, 5.223645, 0.978590], [2.579744, 3.687613, 2.406360], [4.033452, 2.962052, 3.693264], [4.169671, 2.462797, 1.988674], [4.800617, 5.179984, 3.233647], [5.697519, 4.302416, 1.969192], [5.148975, 8.617641, -0.131406], [5.367080, 7.322000, -0.843258], [6.775993, 7.239572, -0.944687], [7.291820, 8.015185, 0.053312], [8.470419, 8.040918, 0.366247], [6.316925, 8.756984, 0.655630], [4.256071, 8.600958, 0.499534], [5.082987, 9.466954, -0.819444], [5.002889, 6.463237, -0.269509], [4.905355, 7.308882, -1.834367], [6.306339, -1.836406, 2.274929], [4.939667, -1.651095, 1.699725], [4.446948, -0.518404, 2.389907], [5.533173, 0.186239, 2.822633], [5.480502, 1.304652, 3.306433], [6.685365, -0.523304, 2.642423], [7.010101, -2.254450, 1.549947], [6.301312, -2.466543, 3.170464], [4.963832, -1.429188, 0.627591], [4.295932, -2.518688, 1.868684], [-4.655082, -8.535849, -3.815626], [-3.240901, -8.936907, -3.546862], [-2.825151, -8.018244, -2.554227], [-3.953107, -7.576973, -1.924423], [-3.955437, -6.905297, -0.906322], [-5.077375, -7.986116, -2.581765], [-5.282851, -9.385992, -4.096345], [-4.731405, -7.765697, -4.590302], [-3.163640, -9.952225, -3.143801], [-2.609951, -8.858707, -4.436494], [1.645796, 10.937482, -3.628779], [1.874957, 10.573948, -2.197583], [2.790953, 9.498469, -2.277650], [3.442662, 9.620195, -3.471013], [4.417554, 8.962022, -3.793625], [2.861895, 10.574737, -4.255252], [1.445034, 12.004250, -3.760455], [0.830313, 10.363228, -4.080777], [2.334593, 11.388395, -1.627752], [0.955006, 10.263376, -1.694697], [-1.532890, -8.747585, 1.583038], [-1.030292, -7.693313, 0.650891], [-0.657166, -6.641198, 1.520344], [-0.407065, -7.203229, 2.739043], [0.099875, -6.613312, 3.678559], [-0.797182, -8.511054, 2.768676], [-1.348499, -9.757815, 1.207438], [-2.600289, -8.638277, 1.801657], [-0.147928, -8.017873, 0.089293], [-1.797507, -7.360712, -0.053677]], "atomic_forces_ev_per_a": [[0.1, -0.8, -0.1], [-0.4, -0.5, -0.4], [0.7, -1.1, 1.3], [-1.0, 0.3, 0.5], [-0.4, 0.0, 0.7], [-1.0, -1.2, 1.5], [-0.3, -1.0, -2.6], [-2.3, 1.4, 1.1], [0.4, 2.1, -0.4], [-0.3, 1.3, -1.8], [0.8, 1.2, 0.9], [0.3, -1.0, 1.2], [1.7, -0.2, 0.7], [6.3, 1.5, -0.2], [-4.3, 0.8, -0.9], [-2.2, -2.9, 2.8], [2.4, 2.0, -4.0], [3.2, -0.1, -1.6], [2.3, -3.2, 2.8], [-2.4, -2.0, 3.5], [-2.8, 0.9, 0.6], [-3.0, 3.4, -2.6], [1.1, -1.7, 1.1], [-1.2, 2.0, 1.1], [1.0, 1.3, -1.8], [0.5, -0.5, -2.5], [-2.4, 0.1, 0.8], [1.1, 2.8, 0.0], [-0.2, -1.6, 1.6], [2.4, 0.3, -0.1], [0.6, 2.1, -1.3], [1.8, -1.4, -1.3], [0.0, -0.3, 0.3], [0.0, -0.1, 0.1], [0.2, -2.0, 1.6], [-1.4, 0.9, -1.2], [-0.8, -2.3, 0.5], [0.1, -0.7, -1.4], [1.0, 1.5, -0.2], [-0.4, 1.3, -2.0], [-1.1, -2.1, -1.0], [0.3, 1.4, 0.5], [2.7, -0.6, -0.5], [1.8, -1.7, 1.4], [-0.8, -1.5, 2.1], [-2.6, 0.5, 0.8], [-1.3, 1.7, -1.4], [0.6, -0.1, 0.9], [0.8, 1.0, 0.0], [-0.9, -0.8, 0.3], [-1.5, -0.8, -1.5], [1.9, 1.0, 1.4], [-0.4, 0.0, -0.8], [-0.2, -0.2, -0.1], [-0.1, 0.1, 0.0], [0.0, -0.1, -0.1], [-0.3, 0.0, -0.2], [0.7, -0.1, 1.1], [0.7, 0.8, 0.1], [-0.7, -0.6, -0.1], [-1.6, -1.0, -0.6], [1.8, 1.0, 1.2], [-0.5, 0.1, -1.4], [-0.1, -0.3, -0.1], [-0.1, 0.1, 0.1], [0.0, -0.1, 0.0], [-0.2, 0.0, -0.1], [0.3, -0.9, 0.5], [1.1, 0.1, 0.4], [-0.9, 0.0, -0.2], [-2.3, 0.5, -0.9], [2.2, -0.9, 1.2], [-0.3, 1.3, -0.8], [-0.3, 0.1, -0.4], [-0.2, 0.3, 0.2], [0.0, 0.0, -0.1], [-0.2, 0.1, 0.0], [-1.0, 0.5, 0.0], [-1.1, -0.8, -0.5], [0.9, 0.7, 0.8], [2.2, -0.1, 0.4], [-2.5, 0.0, -0.6], [0.9, -0.5, -0.1], [0.2, 0.0, 0.0], [0.0, -0.1, 0.0], [0.0, 0.2, 0.0], [0.3, 0.0, 0.1], [0.5, -0.9, 0.0], [-0.6, -0.8, -0.9], [1.1, 1.0, 0.8], [-0.5, 1.4, 0.6], [0.7, -2.6, -0.7], [-0.5, 0.9, 0.2], [0.0, 0.2, 0.2], [0.0, 0.1, 0.0], [-0.1, 0.0, 0.2], [-0.1, 0.3, 0.0], [-0.7, -0.2, -0.9], [0.7, -0.7, -0.6], [-0.6, 0.5, 0.6], [-0.2, 1.3, 2.0], [-0.1, -2.0, -2.4], [0.8, 0.3, 0.7], [0.0, 0.2, 0.2], [0.0, -0.1, 0.1], [0.0, 0.1, 0.0], [0.0, 0.1, 0.3], [-0.9, 0.6, -0.4], [-0.6, 0.4, 1.0], [0.6, -0.1, -0.8], [2.0, -1.3, -0.7], [-2.2, 1.5, 0.8], [0.6, -0.7, 0.5], [0.2, -0.2, -0.1], [0.1, 0.0, 0.1], [0.0, -0.1, -0.1], [0.3, -0.1, 0.0], [-0.7, -0.8, -0.3], [-0.2, 0.1, -1.2], [0.3, -0.4, 1.2], [1.0, 1.5, 1.6], [-1.1, -1.4, -2.0], [0.4, 0.7, 0.2], [0.1, 0.1, 0.2], [0.1, 0.0, 0.0], [0.0, 0.0, 0.1], [0.2, 0.1, 0.2]], "e_homo_ev": -4.63, "total_charge": -1, "spin_multiplicity": 1, "total_energy_ha": -4657.55377, "gap_ev": 6.20}

=====

{"formula": "C37H57NO9", "method": "ωB97M-V with the def2-TZVPD basis set", "symbols": ["C", "C", "C", "C", "C", "C", "C", "C", "C", "C", "C", "C", "O", "C", "O", "C", "C", "C", "O", "C", "C", "N", "C", "C", "C", "O", "C", "C", "C", "C", "O", "H", "H", "H", "H", "H", "H", "H", "H", "H", "H", "H", "H", "H", "H", "H", "H", "H", "H", "H", "H", "H", "H", "H", "H", "H", "C", "C", "C", "O", "H", "H", "H", "H", "H", "H", "H", "H", "C", "C", "C", "O", "H", "H", "H", "H", "H", "H", "H", "H", "C", "C", "C", "O", "H", "H", "H", "H", "H", "H", "H", "H", "C", "C", "C", "O", "H", "H", "H", "H", "H", "H", "H", "H"], "xyz": [[-5.562478, -3.065046, -0.247933], [-4.343691, -3.176061, -0.983270], [-2.881322, -2.962943, -1.724319], [-2.903142, -1.997682, -3.087509], [-1.485929, -1.701227, -3.856000], [-0.076460, -2.399451, -3.287488], [-0.069080, -3.365735, -1.922328], [1.386960, -3.980115, -1.486751], [2.616423, -3.168957, -1.171513], [-1.499949, -3.640863, -1.107272], [-1.413726, -4.555581, 0.250086], [-2.553552, -5.726927, 0.375627], [-1.916701, -6.885243, 1.081978], [1.329811, -2.052190, -4.123914], [2.252046, -2.976447, -4.420891], [1.455774, -0.454413, -4.602365], [2.862877, 0.387505, -4.479779], [2.922366, 1.997187, -4.925248], [4.120540, 2.844087, -4.820923], [4.682730, 2.857689, -3.461260], [4.574169, 4.335674, -2.706538], [3.510715, 4.392106, -1.632323], [3.974491, 5.101358, -0.378548], [4.052864, 4.160184, 0.962001], [2.568798, 3.913254, 1.679967], [4.668448, 2.859103, 0.642070], [1.514674, 2.664053, -5.528171], [0.088439, 1.808494, -5.647928], [0.047034, 0.237612, -5.180346], [-1.323458, -0.721062, -5.201509], [-2.232481, -0.687528, -6.201775], [-6.671986, -2.802008, 0.094372], [-3.886583, -1.516351, -3.527298], [1.506847, -5.166572, -1.447683], [3.685698, -3.380290, -1.656033], [2.604559, -2.262291, -0.395630], [-0.360552, -5.094530, 0.381514], [-1.477358, -3.795952, 1.168932], [-3.400568, -5.335625, 1.118570], [-2.988404, -6.113153, -0.639741], [-1.302371, -6.486416, 1.770163], [3.822266, -0.168811, -4.072069], [5.847587, 2.606129, -3.532823], [4.213044, 2.081640, -2.721622], [5.650561, 4.582766, -2.285519], [4.324124, 5.123178, -3.567314], [3.087731, 3.459717, -1.430147], [5.010733, 5.655145, -0.487697], [3.166861, 5.943816, -0.149231], [4.739686, 4.667505, 1.784629], [2.073335, 2.925698, 1.266385], [1.846113, 4.836284, 1.543644], [2.702782, 3.751591, 2.851793], [4.378479, 2.210010, 1.375993], [1.455212, 3.795482, -5.901795], [-0.895343, 2.326948, -6.047740], [-7.267840, -6.577777, 1.742398], [-6.059870, -6.784663, 2.642093], [-6.359200, -7.780144, 3.751616], [-5.679848, -5.537004, 3.216928], [-8.115025, -6.176672, 2.309873], [-7.041674, -5.849684, 0.955951], [-7.575500, -7.516966, 1.272383], [-5.213381, -7.141958, 2.045530], [-7.174223, -7.421692, 4.390414], [-5.484866, -7.909767, 4.398465], [-6.639596, -8.755428, 3.341926], [-6.425442, -5.212181, 3.748424], [5.350748, -0.338228, 2.427225], [4.839177, -0.413589, 3.856931], [4.315584, -1.802608, 4.185718], [3.794489, 0.539405, 4.035637], [4.548866, -0.553595, 1.712216], [5.713017, 0.670377, 2.200847], [6.166441, -1.048813, 2.261824], [5.645084, -0.150291, 4.550675], [3.476930, -2.069968, 3.533039], [3.939402, -1.838638, 5.213756], [5.100193, -2.557163, 4.073096], [3.074550, 0.313492, 3.423624], [4.173050, 5.956988, 6.260135], [2.846936, 6.266992, 5.584289], [1.741502, 6.482829, 6.605589], [2.491241, 5.187329, 4.724455], [4.104911, 5.038829, 6.854251], [4.956517, 5.791869, 5.512682], [4.482386, 6.775910, 6.916887], [2.951762, 7.161594, 4.960761], [1.587093, 5.583272, 7.212029], [0.790410, 6.692807, 6.104584], [1.977841, 7.317526, 7.272726], [2.396029, 4.388722, 5.269497], [-7.015208, 2.178972, -4.572595], [-6.114948, 1.674780, -3.456007], [-4.808409, 2.450617, -3.404468], [-5.835496, 0.292455, -3.662375], [-6.533862, 2.056994, -5.549356], [-7.946505, 1.603326, -4.605569], [-7.261546, 3.236227, -4.434122], [-6.634278, 1.764267, -2.495602], [-4.248731, 2.338296, -4.339860], [-4.165465, 2.068756, -2.604170], [-4.988491, 3.516031, -3.230941], [-5.374399, 0.203420, -4.512886]], "atomic_forces_ev_per_a": [[8.1, -0.1, -5.7], [-6.7, 1.8, 4.3], [1.1, 0.3, -0.6], [3.9, -1.4, 0.7], [0.3, -2.0, 2.6], [-2.3, -0.2, 1.5], [-2.1, 1.7, -0.8], [2.1, 1.6, 0.6], [-2.5, -1.1, -0.3], [0.6, 1.8, -3.2], [-0.1, 0.7, -0.1], [0.0, 0.4, 1.5], [0.3, 2.0, 0.0], [2.9, -2.9, -1.1], [-5.7, 5.9, 1.9], [-0.2, 2.7, -0.6], [-3.0, 1.3, -1.3], [-3.5, -1.5, -0.5], [-3.0, -2.5, 1.2], [1.6, 0.4, 1.9], [0.2, -0.3, -1.4], [1.6, 0.0, 0.3], [-0.6, 0.5, 1.1], [-0.7, 0.2, 1.1], [0.3, -0.2, 0.4], [-1.4, -0.1, 1.6], [-0.4, -3.1, 0.9], [3.4, -2.2, 1.4], [2.8, 1.6, 0.4], [-3.0, 0.3, -3.1], [5.7, 0.0, 6.5], [3.2, -1.0, -0.9], [2.1, -1.2, 1.3], [-0.3, 2.8, -1.1], [-2.5, -0.4, 1.8], [-0.5, -1.4, -2.7], [-2.1, 1.3, -0.9], [-0.1, -1.7, -1.9], [1.5, -0.8, -2.0], [1.0, 0.8, 2.0], [-1.3, -0.8, -1.2], [-2.3, 1.3, -1.0], [-2.6, 0.5, -0.1], [0.7, 1.2, -1.7], [-2.2, -0.5, -0.7], [0.6, -1.6, 1.8], [0.9, 1.1, -0.1], [-2.1, -1.3, -0.2], [1.8, -1.6, -0.2], [-1.4, -0.7, -1.8], [0.9, 2.1, 0.5], [1.5, -2.0, 0.2], [-0.2, 0.4, -2.6], [0.7, 1.7, -1.7], [0.4, -2.8, 1.1], [2.4, -1.2, 0.9], [0.0, 0.1, -0.4], [-0.6, 0.0, 0.3], [0.2, -0.2, 0.1], [0.1, 0.3, 0.1], [0.1, -0.1, 0.1], [0.0, -0.2, 0.1], [0.0, 0.1, 0.0], [0.0, 0.2, 0.1], [0.0, 0.0, -0.2], [-0.1, 0.0, -0.2], [0.0, 0.1, 0.1], [0.3, -0.2, -0.2], [0.3, 0.2, -0.1], [-0.3, -0.4, -0.5], [0.0, -0.2, 0.3], [-0.2, 0.3, 0.0], [0.0, -0.1, 0.1], [0.1, -0.2, 0.1], [-0.1, 0.1, -0.1], [-0.2, 0.1, 0.0], [0.1, 0.0, -0.1], [0.1, 0.0, -0.1], [-0.1, 0.0, 0.0], [0.3, 0.0, 0.3], [0.3, 0.1, -0.1], [0.0, -0.4, 0.6], [-0.3, 0.2, 0.0], [-0.1, -0.1, -0.2], [-0.1, 0.1, 0.0], [-0.1, 0.1, 0.1], [0.0, -0.1, 0.0], [-0.1, -0.3, -0.1], [0.2, 0.1, 0.0], [0.2, 0.0, 0.0], [-0.1, -0.1, 0.0], [0.1, 0.3, -0.2], [-0.4, 0.0, 0.0], [0.3, 0.2, -0.6], [0.2, 0.1, 0.3], [0.1, -0.4, 0.0], [0.1, 0.1, 0.1], [0.1, 0.1, 0.1], [0.0, -0.1, -0.1], [0.1, -0.2, -0.1], [-0.2, 0.0, 0.0], [-0.1, 0.1, -0.1], [0.1, -0.1, 0.0], [-0.2, 0.1, 0.3]], "e_above_lowest_kcal_mol": 607.49, "e_homo_ev": -8.48, "total_charge": 0, "spin_multiplicity": 1, "smiles": "C#Cc1cc2c(c(C=C)c1CCO)C(=O)c1cc(OCCNC[C@@H](C)O)ccc1C2=O.CC(C)O.CC(C)O.CC(C)O.CC(C)O", "total_energy_ha": -2174.82992, "gap_ev": 6.87}